*P*
Density functional theory data (ωB97M-V/def2-TZVPD) for the ion C10H13N2S with charge +1.

Values from the calculation:
- Total charge: +1
- Orbital gap (alpha / beta): 5.570 / 7.514 eV

Each line ends with the Löwdin charge.
Atoms and positions in Å:
C (-0.97, 0.21, 3.53)  -0.014
C (0.48, 0.13, 1.58)  -0.037
N (-1.75, 0.50, -1.41)  0.203
H (-2.31, -0.39, -1.33)  0.202
H (1.25, -0.16, 3.45)  0.121
H (0.67, 1.34, -2.16)  0.132
C (0.80, 0.70, -1.31)  -0.077
H (1.46, -0.10, 1.37)  0.097
H (-0.97, 0.15, 4.53)  0.071
H (-3.02, 0.36, 3.21)  0.081
C (0.30, 0.04, 2.95)  -0.042
H (1.51, 0.96, -0.64)  0.083
H (-2.83, 0.39, 0.74)  0.081
N (1.32, -0.59, -1.93)  -0.200
C (0.68, -1.71, -1.63)  -0.681
H (2.58, 0.11, -3.27)  0.065
H (3.02, -1.45, -2.49)  0.077
C (-2.13, 0.41, 2.72)  -0.020
S (0.60, -3.30, -1.56)  0.752
H (-1.64, 0.29, -2.43)  0.192
H (-2.11, 1.44, -1.29)  0.174
C (2.72, -0.44, -2.41)  0.003
C (-0.63, 0.35, 0.77)  -0.175
C (-1.97, 0.38, 1.33)  -0.007
C (-0.49, 0.36, -0.66)  -0.206
H (3.42, 0.02, -1.65)  0.127

=====

*Q*
Density functional theory data (ωB97M-V/def2-TZVPD) for the ion C10H13N2S with charge +1.

Values from the calculation:
- Total charge: +1
- Orbital gap (alpha / beta): 6.610 / 6.610 eV

Each line ends with the Löwdin charge.
Atoms and positions in Å:
H (-0.34, 3.20, 1.08)  0.084
H (3.06, -1.02, -1.70)  0.084
C (-2.24, 2.15, 1.07)  -0.047
H (-3.93, 0.80, 0.91)  0.124
H (2.56, -2.69, -1.19)  0.121
C (-0.88, 2.37, 0.83)  0.009
C (-0.07, 1.34, 0.15)  -0.141
C (-2.28, 0.10, -0.24)  0.004
C (-0.88, 0.28, -0.54)  -0.143
H (-0.39, 0.95, 2.98)  0.166
H (-0.67, -1.51, -1.65)  0.147
H (1.81, -1.65, -2.54)  0.144
C (0.29, 0.19, 1.16)  -0.346
C (2.25, -1.64, -1.45)  -0.075
C (-0.11, -0.62, -1.40)  -0.085
H (0.06, -0.13, -2.30)  0.130
H (-2.77, -0.89, -0.55)  0.154
H (-2.84, 2.64, 1.78)  0.099
H (0.82, 1.73, -0.33)  0.163
N (1.20, -0.95, -0.76)  -0.131
S (2.56, -1.17, 1.57)  0.960
C (1.18, -0.70, 0.57)  -0.498
C (-2.85, 0.94, 0.71)  -0.069
H (3.14, -1.74, 0.54)  -0.145
H (0.15, -0.69, 2.92)  0.109
N (-0.03, 0.14, 2.41)  0.180

=====

*R*
Density functional theory data (ωB97M-V/def2-TZVPD) for the ion C10H13N2S with charge +1.

Values from the calculation:
- Total charge: +1
- Orbital gap (alpha / beta): 7.505 / 7.503 eV

Each line ends with the Löwdin charge.
Atoms and positions in Å:
C (0.10, -0.53, -1.50)  -0.667
H (1.76, 1.26, -0.35)  0.123
C (0.32, -1.84, 1.36)  -0.096
H (2.46, -2.39, 1.62)  0.096
C (1.84, -1.58, 1.73)  -0.142
C (-0.91, 1.60, -1.43)  -0.307
C (2.37, -0.50, 0.88)  -0.051
H (-2.07, 3.22, -1.51)  0.071
C (-1.87, -0.45, 1.65)  0.031
H (-1.97, 0.64, 1.81)  0.128
C (1.60, 0.36, 0.20)  0.004
H (-1.81, 2.54, -2.98)  0.041
C (-1.38, 2.78, -2.11)  0.031
S (0.75, -1.96, -1.86)  0.881
C (0.09, 0.15, 0.04)  -0.340
H (3.40, -0.44, 1.08)  0.108
H (-0.67, 0.60, -3.20)  0.147
H (1.85, -1.47, 2.79)  0.124
H (-2.10, -1.23, 2.34)  0.101
N (-0.64, 1.36, -0.23)  0.146
H (-0.43, 3.40, -2.48)  0.180
H (0.56, -2.25, 0.17)  0.096
N (-0.41, 0.46, -2.25)  0.126
H (-2.43, -0.57, 0.80)  0.084
C (-0.47, -0.63, 1.24)  -0.047
H (0.03, -2.54, 2.16)  0.135

=====

Tell me which of them is the least stable. Sure, it is *P*.

=====

*P*
Density functional theory data (ωB97M-V/def2-TZVPD) for a structure of composition C2H7NO.

Values from the calculation:
- Orbital gap: 8.400 eV

Each line ends with the Löwdin charge.
Atoms and positions in Å:
H (2.83, -0.43, -0.16)  0.028
N (-0.38, -0.15, 0.82)  -0.103
H (-1.60, -1.27, -0.51)  0.089
O (2.38, -0.62, -0.98)  -0.076
H (-1.61, 1.91, 0.69)  0.124
C (-1.55, -0.55, 0.34)  -0.133
H (-2.62, -0.42, 0.74)  0.105
C (-0.78, 1.21, 0.16)  -0.199
H (-0.97, 1.07, -1.03)  0.110
H (0.12, 1.80, 0.08)  0.063
H (1.46, -0.67, -0.69)  -0.008

=====

*Q*
Density functional theory data (ωB97M-V/def2-TZVPD) for an isolated molecule of C2H7NO.

Values from the calculation:
- Orbital gap: 10.594 eV
- SMILES: NCCO

Each line ends with the Löwdin charge.
Atoms and positions in Å:
O (-0.65, 1.22, -1.50)  -0.113
H (-1.51, -0.13, -0.28)  0.115
H (0.75, -1.01, -1.01)  0.136
H (-0.07, -0.89, 1.79)  0.066
H (-1.54, 1.31, -1.89)  0.086
H (-0.67, 1.35, 0.51)  0.139
H (1.54, 0.44, 0.00)  0.123
H (1.44, -1.21, 1.64)  0.042
N (0.61, -1.24, 1.09)  -0.027
C (-0.60, 0.47, -0.27)  -0.295
C (0.69, -0.31, -0.08)  -0.271

=====

Tell me which of them is the least stable. Sure, it is *P*.

=====

*P*
Density functional theory data (ωB97M-V/def2-TZVPD) for a cluster of 2 separate species, C2H7N2O2 in total.

Values from the calculation:
- Total charge: -1
- Orbital gap: 8.496 eV

Each line ends with the Löwdin charge.
Atoms and positions in Å:
C (-2.29, -1.65, 0.75)  -0.620
H (0.14, 1.16, -1.50)  0.080
N (0.75, -0.40, -0.23)  -0.025
H (0.10, -0.73, 0.48)  -0.008
H (0.92, 1.91, 1.07)  0.083
H (2.30, 1.95, 0.46)  0.005
N (1.37, 2.00, 0.10)  -0.061
H (0.67, -1.13, -0.91)  0.022
C (1.03, 0.91, -0.92)  -0.319
O (-1.25, -1.30, 1.40)  -0.188
H (-2.87, -2.56, 1.15)  0.089
O (-2.82, -1.07, -0.25)  -0.157
H (1.95, 0.93, -1.59)  0.100

=====

*Q*
Density functional theory data (ωB97M-V/def2-TZVPD) for a cluster of 2 separate species, C2H7N2O2 in total.

Values from the calculation:
- Total charge: -1
- Orbital gap: 8.399 eV

Each line ends with the Löwdin charge.
Atoms and positions in Å:
H (0.84, 0.92, 0.92)  0.039
H (1.07, -0.97, -0.92)  0.059
C (-2.27, 0.63, -0.75)  -0.687
H (0.92, -1.41, 1.28)  0.106
C (1.79, -0.80, 0.97)  -0.436
N (1.97, -1.01, -0.44)  -0.016
H (1.42, 0.51, 2.42)  0.047
H (-3.13, 1.37, -0.79)  0.083
O (-2.44, -0.56, -1.03)  -0.138
O (-1.15, 1.16, -0.46)  -0.191
H (2.67, -1.30, 1.46)  0.092
N (1.65, 0.57, 1.43)  -0.016
H (2.47, -0.22, -0.84)  0.058

=====

Tell me which of them is the least stable. Sure, it is *P*.